# 1
66
Properties=species:S:1:pos:R:3:forces:R:3 method="wB97M-V/def2-TZVPD" total_energy_ha=-1523.17035 gap_ev=3.5 e_homo_ev=-6.49 charge=0
C 3.193424 1.013954 4.396355 0.5 -0.4 -0.3
O 1.811436 1.252283 4.038162 -1.2 -0.9 0.2
C 0.931737 0.284735 4.082811 0.4 1.0 1.1
C -0.449275 0.584127 4.290770 -0.2 0.2 -0.3
C -1.354891 -0.500740 4.401716 0.2 0.1 -0.3
C -2.715546 -0.271831 4.463483 0.0 -0.3 0.2
C -3.233063 1.029825 4.457581 0.2 -0.2 0.0
C -4.719022 1.225590 4.490214 -0.2 0.2 0.0
C -2.337642 2.109448 4.441744 0.2 0.3 0.1
C -0.969440 1.912878 4.370291 0.2 -0.5 -0.2
H 3.625826 2.012714 4.447683 0.0 -0.2 0.0
H 3.264884 0.506692 5.369977 -0.2 0.2 -0.3
H 3.699374 0.414532 3.621550 -0.3 0.3 0.2
H 1.302702 -0.748962 4.156409 -0.2 0.4 -0.2
H -0.934430 -1.506212 4.415391 -0.3 0.1 -0.1
H -3.425157 -1.099259 4.526528 0.3 0.1 0.0
H -4.978188 2.288274 4.492295 0.0 -0.2 0.0
H -5.189628 0.762597 3.612223 0.2 0.1 0.2
H -5.172714 0.761245 5.376990 0.2 0.1 -0.2
H -2.746700 3.122250 4.495354 0.2 -0.3 -0.1
H -0.273067 2.747805 4.360580 -0.2 -0.1 -0.1
C 3.462373 0.539824 -3.861217 0.3 0.0 0.0
C 2.216110 -0.140865 -3.321415 0.2 -0.6 -0.1
C 1.212715 -0.188231 -4.474853 -0.3 -0.2 -0.2
C 2.446173 -1.591668 -2.668021 0.2 0.3 -0.4
C 2.390750 -2.759060 -3.641884 -0.1 0.0 -0.2
C 3.774873 -1.677963 -1.923760 0.3 0.2 0.1
O 1.392088 -1.700310 -1.735509 0.5 -0.3 -0.7
B 0.984399 -0.351691 -1.433595 -1.9 0.7 2.0
C -0.646807 -0.172335 -1.779361 1.2 -0.3 0.2
C -1.456031 -1.288613 -1.953074 -1.3 0.0 0.0
C -2.824743 -1.145358 -2.231210 0.7 -0.3 0.1
C -3.362004 0.129181 -2.361384 -0.7 0.2 -0.1
C -4.846212 0.266695 -2.619882 0.2 0.0 -0.2
F -5.244922 1.569228 -2.721148 0.1 -0.9 0.1
F -5.218777 -0.356180 -3.784363 0.0 0.4 0.9
F -5.591082 -0.300388 -1.616430 0.3 0.4 -0.7
C -2.556557 1.256510 -2.258604 0.7 0.0 0.1
C -1.187814 1.090610 -1.984994 -1.1 0.3 -0.1
C 1.254267 -0.060286 0.268101 0.1 -0.4 -1.8
C 0.492597 -1.090140 1.055587 0.0 0.1 -0.4
C 0.913858 1.366961 0.584455 0.0 0.2 0.2
O 1.701412 0.606368 -2.239506 0.9 -0.1 -0.3
H 3.905879 -0.061368 -4.666895 0.0 0.1 0.2
H 3.185686 1.512450 -4.289023 0.0 -0.2 0.1
H 4.205814 0.711648 -3.077231 -0.1 -0.1 -0.1
H 1.658205 -0.687096 -5.347013 -0.1 0.0 0.2
H 0.285273 -0.709299 -4.207181 0.2 0.1 0.0
H 0.962227 0.837588 -4.776396 0.0 -0.2 0.2
H 3.202996 -2.682019 -4.377937 -0.2 0.0 0.0
H 2.530339 -3.696267 -3.088428 0.0 0.2 -0.1
H 1.429362 -2.810123 -4.163752 0.2 0.0 0.1
H 4.612774 -1.708050 -2.632257 0.0 0.1 0.2
H 3.909537 -0.827141 -1.242385 0.0 -0.2 -0.2
H 3.794774 -2.606244 -1.338402 -0.1 0.2 -0.1
H -1.051386 -2.296269 -1.863061 0.1 0.3 0.0
H -3.446702 -2.032799 -2.341271 0.0 0.2 0.0
H -2.962173 2.258248 -2.382208 0.0 -0.2 0.0
H -0.561749 1.981471 -1.929229 0.0 -0.3 0.0
H 2.338085 -0.221882 0.394920 -0.1 0.0 0.0
H 0.770159 -2.095356 0.722598 0.0 0.0 0.2
H 0.694042 -1.008765 2.132252 0.0 -0.1 0.4
H -0.585576 -0.974251 0.899844 0.0 0.0 0.2
H 1.468468 2.035571 -0.082243 -0.1 0.0 0.1
H -0.154465 1.552767 0.431253 0.0 0.0 0.1
H 1.171164 1.622981 1.617999 -0.1 0.3 0.1

---

# 2
64
Properties=species:S:1:pos:R:3:forces:R:3 method="wB97M-V/def2-TZVPD" de_lowest_ev=0.6993 total_energy_ha=-6571.62486 gap_ev=4.4 e_homo_ev=-9.87 charge=+1
Br 7.632787 3.460955 -3.051813 -0.3 -0.1 0.1
C 5.969344 3.044177 -2.274004 -0.6 -0.1 0.5
C 5.918421 2.486063 -0.983700 -0.4 0.0 -0.2
C 4.687312 2.184058 -0.405197 -0.3 0.2 -0.5
C 3.468472 2.397056 -1.112122 0.8 0.4 -0.4
C 2.213421 2.048112 -0.513290 -0.8 -0.2 0.3
C 0.990197 2.041662 -1.175801 0.6 -0.5 -0.6
C -0.256879 1.950893 -0.555937 0.5 0.4 0.6
C -1.433494 2.495948 -1.173743 -1.0 -0.2 -0.5
C -2.406089 3.190346 -0.407533 0.2 0.0 -0.5
C -3.460032 3.857241 -1.033175 0.1 -0.2 -0.1
C -3.641146 3.729784 -2.418905 0.3 0.0 0.2
Br -5.123944 4.565988 -3.263801 0.5 -0.3 0.3
C -2.718314 3.012684 -3.192806 0.1 -0.2 0.2
C -1.623761 2.409877 -2.574976 -0.2 0.4 0.1
C 3.547177 3.005216 -2.400928 0.4 -0.3 0.4
C 4.781641 3.317202 -2.969673 -0.4 -0.2 0.1
H 6.840092 2.271658 -0.457076 -0.1 0.1 0.0
H 4.638356 1.760971 0.596266 0.1 0.0 -0.2
H 2.213714 1.824942 0.565699 0.0 0.1 -0.5
H 1.011245 2.146797 -2.270435 -0.1 0.3 0.6
H -0.300449 1.661776 0.496188 0.0 0.4 -0.1
H -2.265615 3.276117 0.665143 -0.1 0.0 -0.1
H -4.140106 4.488135 -0.461810 0.1 -0.3 -0.1
H -2.854200 2.941980 -4.272711 0.0 0.0 0.4
H -0.900361 1.858794 -3.175199 -0.3 0.1 0.1
H 2.624484 3.238944 -2.932127 0.4 0.0 0.0
H 4.825744 3.761176 -3.961084 0.0 0.0 0.2
C 2.612374 -3.325395 1.497892 0.2 0.0 0.1
C 1.653605 -2.650292 0.519166 -0.3 0.0 -0.2
C 2.207652 -1.323983 -0.009911 0.6 0.2 0.0
C 1.468103 -3.615868 -0.651764 0.2 -0.4 -0.2
N 0.359568 -2.393674 1.156460 -0.1 0.1 0.2
C 0.192949 -2.374721 2.593571 0.8 -0.1 0.4
C -1.273497 -2.120200 2.894809 -0.5 0.1 0.7
N -1.974319 -1.985008 1.635914 0.3 0.1 0.1
C -3.422404 -1.761980 1.567646 0.0 0.0 -0.3
C -4.096623 -2.163477 2.879988 -0.1 0.0 0.2
C -4.032564 -2.647075 0.480347 -0.4 -0.3 -0.1
C -3.675758 -0.290487 1.221674 -0.3 0.3 0.3
P -0.977212 -1.889312 0.318683 -0.5 -0.2 -2.0
H -0.763570 -0.417020 -0.053341 0.1 0.0 0.7
H 2.200071 -4.275431 1.862485 0.1 0.2 -0.1
H 3.535161 -3.561192 0.960267 -0.1 0.1 0.1
H 2.872441 -2.707049 2.364927 -0.1 0.0 -0.2
H 1.598723 -0.936353 -0.836216 0.0 -0.2 0.1
H 2.221282 -0.549631 0.771207 0.0 -0.3 0.0
H 3.236301 -1.459200 -0.375056 -0.2 0.1 0.0
H 0.818405 -3.231962 -1.446983 0.1 0.0 0.2
H 2.460665 -3.818410 -1.075034 -0.3 0.0 -0.1
H 1.050894 -4.569694 -0.296425 0.1 0.3 -0.1
H 0.517285 -3.343980 2.972229 -0.1 0.0 0.2
H 0.826662 -1.624365 3.091931 -0.1 0.0 -0.2
H -1.725148 -2.954905 3.431131 0.2 0.0 0.2
H -1.385456 -1.241150 3.548948 0.0 0.0 -0.2
H -3.787178 -1.564064 3.744149 0.0 0.0 -0.2
H -5.176036 -2.043148 2.753272 0.1 0.0 0.1
H -3.919008 -3.222167 3.113475 0.0 0.3 -0.1
H -3.649587 -2.444954 -0.527013 0.0 0.0 0.3
H -3.859719 -3.709845 0.708880 0.0 0.3 -0.1
H -5.117892 -2.474684 0.487017 0.2 -0.1 -0.2
H -3.321575 -0.043242 0.211945 -0.1 -0.2 0.1
H -4.753912 -0.079066 1.275739 0.3 0.1 -0.1
H -3.158675 0.384405 1.922532 -0.2 -0.2 -0.1

---

# 3
70
Properties=species:S:1:pos:R:3:forces:R:3 method="wB97M-V/def2-TZVPD" de_lowest_ev=1.0135 total_energy_ha=-7207.60672 gap_ev=7.4 e_homo_ev=-7.16 charge=0
Ca -0.638035 0.472322 1.258100 -0.5 0.7 0.1
C 1.803690 2.146491 2.546276 0.0 0.1 0.1
C 2.208242 0.705215 2.862387 0.2 -0.1 0.0
O 1.095849 -0.158746 2.713554 -0.7 0.3 -0.2
C 0.606578 -0.966119 3.787861 0.1 0.0 0.1
C -0.458362 -1.881638 3.218170 0.0 -0.2 0.1
O -1.582366 -1.079429 2.803921 0.2 0.1 -0.4
C -2.625118 -1.756363 2.084060 0.1 -0.3 0.0
C -2.285042 -2.211711 0.648372 0.3 -0.2 -0.2
O -1.482955 -1.224112 0.019894 0.3 0.8 0.4
C -1.039274 -1.300399 -1.330401 -0.1 -0.3 0.0
C 0.342799 -0.676657 -1.455113 0.1 0.1 -0.1
O 0.367450 0.637981 -0.862445 -0.4 -0.1 0.2
C 1.675994 1.183461 -0.664889 0.2 -0.2 -0.1
C 1.533856 2.479640 0.111984 0.2 0.0 -0.2
O 0.951649 2.300509 1.409216 0.0 -0.5 0.0
H 2.703649 2.756788 2.424210 0.0 0.0 0.0
H 1.224917 2.554507 3.377487 0.0 0.0 0.0
H 2.593546 0.676206 3.885738 0.0 0.0 0.0
H 2.986846 0.336800 2.189170 0.0 0.0 0.0
H 0.201448 -0.322741 4.577598 0.0 -0.1 0.0
H 1.424693 -1.571075 4.187232 -0.1 0.0 0.0
H -0.784751 -2.587518 3.988975 0.0 0.0 0.0
H -0.047327 -2.427761 2.361457 0.0 0.0 0.0
H -3.448210 -1.045250 2.079307 0.0 0.0 -0.1
H -2.904986 -2.658559 2.637130 -0.1 0.1 0.0
H -3.222827 -2.327262 0.094577 0.0 -0.1 0.1
H -1.729615 -3.153461 0.638759 0.0 0.0 0.0
H -1.763160 -0.779027 -1.957742 0.0 0.0 0.0
H -0.972393 -2.347887 -1.637054 0.1 0.0 -0.1
H 0.585935 -0.580674 -2.518282 0.0 -0.1 0.0
H 1.090768 -1.281233 -0.949558 0.0 -0.1 0.0
H 2.131274 1.386437 -1.640557 0.0 0.1 0.0
H 2.298728 0.447487 -0.141181 0.0 0.0 0.0
H 0.861381 3.149384 -0.426722 0.0 0.0 0.0
H 2.514362 2.955014 0.208795 0.0 0.0 0.0
C -1.102874 4.229560 -4.149843 0.0 0.0 0.0
C -1.585756 3.706594 -2.825049 0.0 0.0 0.0
C -1.250488 4.326765 -1.632682 -0.1 0.0 0.0
C -1.697707 3.858855 -0.397289 0.0 0.0 0.0
C -1.340309 4.676189 0.818407 0.0 0.0 0.0
C -2.484726 2.695351 -0.336915 0.0 0.1 0.1
Se -3.031789 1.969061 1.372380 -0.1 0.0 0.1
C -2.890595 2.098605 -1.545891 0.0 0.0 -0.1
C -3.877738 0.962598 -1.599777 0.0 0.0 0.0
C -2.428808 2.604556 -2.754551 0.1 0.0 0.0
H -0.393703 5.046188 -4.015845 0.0 0.0 0.0
H -1.932532 4.604763 -4.752145 0.0 0.0 0.0
H -0.609839 3.447150 -4.729669 0.0 0.0 0.0
H -0.639861 5.224933 -1.655561 0.0 0.0 0.0
H -1.453803 5.738971 0.597484 0.0 0.0 0.0
H -0.302094 4.520857 1.122013 0.0 -0.1 0.0
H -1.967976 4.421778 1.667568 0.0 0.0 0.0
H -3.895367 0.402425 -0.667410 0.0 0.0 0.0
H -3.656422 0.293635 -2.432636 0.0 0.0 0.0
H -4.887353 1.347268 -1.763746 0.0 0.0 0.1
H -2.747991 2.123647 -3.674816 0.0 0.0 0.0
Br 2.043051 -7.671887 -2.113756 0.0 0.0 0.0
C 2.821313 -6.075219 -1.448696 0.0 0.0 0.0
C 4.170032 -5.831234 -1.661462 -0.1 -0.1 0.0
N 4.771610 -4.733076 -1.220973 0.1 0.0 0.0
C 4.035828 -3.840679 -0.564208 -0.1 0.0 0.0
C 2.680580 -4.003081 -0.301788 0.1 0.0 0.1
C 2.059399 -5.158008 -0.751320 0.0 -0.1 0.0
C 1.892466 -2.944838 0.453963 -0.1 0.2 -0.2
O 2.444902 -1.830444 0.611742 0.1 0.0 0.1
O 0.721711 -3.251413 0.783780 0.0 -0.1 -0.1
H 4.775716 -6.548004 -2.203357 0.0 0.0 0.0
H 4.530576 -2.942138 -0.218035 0.0 0.0 0.0
H 1.011344 -5.320320 -0.540224 0.0 0.0 0.0

---

# 4
74
Properties=species:S:1:pos:R:3:forces:R:3 method="wB97M-V/def2-TZVPD" de_lowest_ev=0.8739 total_energy_ha=-3189.98637 gap_ev="6.5 / 7.8" e_homo_ev="-10.50 / -10.60" charge=+1
Sn 0.707064 -0.013160 0.845245 0.1 -0.1 0.4
C 1.628535 2.527505 2.296466 0.0 0.1 -0.1
C 2.418980 2.283846 1.172278 0.0 -0.1 0.0
C 3.340172 1.260615 1.542779 -0.1 0.0 -0.2
C 3.050773 0.825878 2.898716 0.0 0.0 0.1
C 2.012312 1.584002 3.357716 0.0 0.0 0.1
C 1.350768 1.552439 4.693974 0.0 0.0 0.0
C 3.835356 -0.223602 3.615247 0.0 0.0 0.0
C 4.453749 0.743598 0.710069 0.0 0.0 0.0
C 2.445347 3.049947 -0.118636 0.0 0.0 0.0
C 0.594342 3.576160 2.483455 0.0 0.0 0.0
H 1.509065 2.490673 5.231576 0.0 0.0 0.0
H 1.732031 0.743558 5.313039 0.0 0.0 0.0
H 0.269985 1.420637 4.599882 0.0 0.0 0.0
H 4.883718 0.071215 3.703648 0.0 0.0 0.0
H 3.811678 -1.179998 3.088199 0.0 0.0 0.0
H 3.453466 -0.393692 4.619559 0.0 0.0 0.0
H 5.397570 1.206887 1.018951 0.0 0.0 0.0
H 4.309064 0.959711 -0.347596 0.0 0.0 0.0
H 4.576823 -0.333483 0.836658 0.0 0.0 0.0
H 3.329651 3.687491 -0.184494 0.0 0.0 0.0
H 1.571325 3.692430 -0.216119 0.0 0.0 0.0
H 2.463181 2.389334 -0.989753 0.0 0.0 0.0
H 0.908091 4.277905 3.261909 0.0 0.0 0.0
H -0.352135 3.146584 2.823288 0.0 0.0 0.0
H 0.405260 4.140703 1.573436 0.0 0.0 0.0
N 5.242482 -4.820168 0.628454 0.0 0.0 0.0
C 4.231090 -3.944557 0.526379 0.0 0.0 -0.1
N 4.168998 -3.164939 -0.560289 0.0 0.0 0.0
N 3.376899 -3.910605 1.532262 -0.1 0.0 0.1
C 2.354982 -3.106102 1.514868 0.2 0.1 0.1
N 1.430546 -2.406106 1.615497 0.0 -0.1 -0.2
H 5.925180 -4.941887 -0.095745 0.0 0.0 0.0
H 5.260626 -5.425198 1.429986 0.0 0.0 0.0
H 4.824133 -3.277337 -1.313539 0.0 0.0 0.0
H 3.418130 -2.499689 -0.700851 0.0 0.1 0.0
O -1.859735 -2.641755 1.109887 -0.1 -0.1 0.1
N -1.071774 -2.251591 0.392504 0.1 0.1 -0.2
Cl 2.417796 0.928945 -3.726799 0.0 0.0 0.0
C 1.656628 -0.602951 -3.256551 0.0 0.0 0.0
Cl 2.636061 -1.994181 -3.712745 0.0 0.0 0.0
C 1.439417 -0.532496 -1.749164 -0.1 0.1 0.0
O 2.306410 -0.899344 -0.946983 0.1 -0.1 0.1
O 0.337530 -0.014780 -1.373249 0.0 -0.1 -0.1
H 0.705312 -0.670623 -3.773521 0.0 0.0 0.0
C -5.474771 1.900489 1.425007 0.0 0.0 0.0
C -5.749394 0.490601 0.920011 0.0 0.0 0.0
C -4.480671 -0.276533 0.571654 0.0 -0.1 0.0
N -3.775861 0.332496 -0.556421 0.1 -0.1 -0.1
C -2.626656 0.979524 -0.517994 0.0 0.2 0.1
S -1.800931 1.316831 0.940427 -0.1 0.0 -0.1
N -2.109442 1.505739 -1.665796 0.1 -0.2 -0.1
C -2.353993 1.280276 -3.041133 -0.3 0.2 0.0
O -2.040524 2.146771 -3.813930 0.1 0.0 0.0
C -2.972214 -0.002740 -3.485222 0.1 0.0 0.1
C -2.477621 -1.230782 -3.047657 0.0 0.1 0.1
C -3.013757 -2.404889 -3.549566 0.0 0.0 0.0
C -4.052138 -2.354200 -4.472563 0.0 0.0 0.0
C -4.538292 -1.131712 -4.913784 0.0 0.0 0.0
C -3.987767 0.047747 -4.434139 0.0 0.0 0.0
H -6.405619 2.416032 1.656878 0.0 0.0 0.0
H -4.944882 2.497437 0.680321 0.0 0.0 0.0
H -4.864172 1.880135 2.328708 0.0 0.0 0.0
H -6.404781 0.519763 0.044332 0.0 0.0 0.0
H -6.281289 -0.086742 1.679104 0.0 0.0 0.0
H -4.714774 -1.304740 0.287866 0.0 0.0 0.0
H -3.793742 -0.300232 1.414941 0.0 0.0 0.0
H -4.235212 0.253678 -1.452540 0.0 0.0 -0.1
H -1.381471 2.189115 -1.513534 0.0 0.0 0.0
H -1.660858 -1.256137 -2.337034 0.0 0.0 0.1
H -2.619867 -3.360000 -3.227209 0.0 0.0 0.0
H -4.475155 -3.272422 -4.857770 0.0 0.0 0.0
H -5.337496 -1.096321 -5.641524 0.0 0.0 0.0
H -4.333525 1.009003 -4.791293 0.0 0.0 0.0